ORCA calculation (ωB97M-V/def2-TZVPD) on one molecule with the formula C13H26IO4PS.

Last column: Mulliken charge in e.
Cartesian coordinates (Å):
C1 -3.151 -3.513 -2.312  -1.227
C2 -2.361 -2.887 -1.152  -0.269
C3 -2.265 -1.362 -1.240  -0.844
C4 -1.800 -0.724 0.065  -0.736
O1 -0.962 0.392 -0.238  -0.414
C5 0.021 0.794 0.718  1.147
P1 -0.850 0.789 2.419  0.105
C6 -2.224 1.948 2.023  -1.152
C7 0.155 1.900 3.471  -1.081
C8 0.466 2.193 0.254  -1.456
C9 1.967 2.431 0.293  -0.371
O2 2.525 1.900 1.509  -0.431
S1 2.701 0.326 1.514  1.386
O3 3.811 0.003 0.669  -0.672
O4 2.709 -0.053 2.888  -0.674
C10 1.182 -0.263 0.733  -1.040
C11 1.440 -0.997 -0.605  -0.213
C12 1.608 -0.208 -1.912  -0.686
C13 3.038 0.031 -2.381  -1.275
I1 3.982 -1.779 -2.997  0.000
H1 -2.618 -4.357 -2.753  0.330
H2 -3.323 -2.789 -3.110  0.362
H3 -4.118 -3.889 -1.978  0.288
H4 -2.832 -3.152 -0.202  0.370
H5 -1.350 -3.301 -1.123  0.234
H6 -3.237 -0.958 -1.533  0.483
H7 -1.549 -1.077 -2.015  0.250
H8 -2.657 -0.375 0.651  0.455
H9 -1.270 -1.454 0.684  0.407
H10 -2.684 1.670 1.074  0.351
H11 -2.971 1.876 2.814  0.405
H12 -1.899 2.987 1.955  0.345
H13 0.991 1.356 3.906  0.333
H14 0.525 2.796 2.974  0.314
H15 -0.510 2.211 4.280  0.477
H16 0.130 2.334 -0.775  0.538
H17 -0.029 2.960 0.846  0.513
H18 2.491 1.995 -0.559  -0.002
H19 2.194 3.495 0.311  0.469
H20 0.900 -1.036 1.456  0.844
H21 0.587 -1.659 -0.723  -0.251
H22 2.304 -1.651 -0.473  0.763
H23 1.086 0.749 -1.867  0.301
H24 1.104 -0.771 -2.701  0.343
H25 3.061 0.682 -3.251  0.573
H26 3.683 0.434 -1.608  0.407

Lowest unoccupied orbital energy: 0.020 hartree
Energy above the lowest of the compared OMol25 structures with the same formula, charge and spin: 0.0000 eV

---

ORCA calculation (ωB97M-V/def2-TZVPD) on C7H23BrN7O4V as an isolated structure.

Last column: Löwdin spin population.
Cartesian coordinates (Å):
V1 1.071 -2.281 3.017  3.012
Br1 0.583 -0.417 0.935  -0.036
C1 0.943 -2.098 -3.267  0.000
O1 -0.231 -2.451 -3.006  0.000
N1 1.452 -1.175 -2.512  0.000
N2 1.793 -2.485 -4.218  0.000
H1 0.703 -0.835 -1.926  0.000
H2 2.424 -1.051 -2.266  0.000
H3 2.747 -2.256 -3.978  0.000
H4 1.666 -3.383 -4.661  0.000
C2 3.777 -0.281 3.274  0.003
O2 3.022 -1.223 3.352  0.021
N3 4.498 0.193 4.188  0.002
N4 3.944 0.368 2.176  0.002
H5 4.479 -0.284 5.078  0.000
H6 4.999 1.056 4.035  0.000
H7 4.572 1.158 2.222  0.000
H8 3.301 0.232 1.409  0.000
C3 1.075 3.604 2.432  0.000
O3 1.458 4.594 2.991  0.000
N5 -0.099 3.613 1.838  0.000
N6 1.775 2.435 2.464  0.000
H9 -0.078 2.856 1.169  0.000
H10 -0.601 4.452 1.586  0.000
H11 2.736 2.530 2.759  0.000
H12 1.416 1.631 1.969  0.000
C4 -3.553 -1.367 0.442  0.000
C5 -3.083 -1.565 -1.005  0.000
C6 -2.882 -0.287 -1.739  0.000
O4 -4.136 0.283 -1.942  0.000
C7 -3.969 1.508 -2.744  0.000
N7 -1.749 -2.216 -0.857  -0.004
H13 -2.769 -0.931 1.061  0.000
H14 -3.872 -2.285 0.935  0.000
H15 -4.385 -0.687 0.629  0.000
H16 -3.883 -2.231 -1.329  0.000
H17 -2.340 -0.345 -2.683  0.000
H18 -2.313 0.262 -0.990  0.000
H19 -3.498 2.310 -2.176  0.000
H20 -5.002 1.834 -2.864  0.000
H21 -3.519 1.275 -3.709  0.000
H22 -1.111 -1.644 -0.323  0.000
H23 -1.359 -2.414 -1.767  0.000

Lowest unoccupied orbital energy (spin up / spin down): -0.242 / -0.228 hartree
Energy above the lowest of the compared OMol25 structures with the same formula, charge and spin: 2.9148 eV
Charge: +1
2S+1: 4

---

ORCA calculation (ωB97M-V/def2-TZVPD) on C23H25N7O4PSZn as an isolated structure.

Last column: Mulliken charge in e.
Cartesian coordinates (Å):
Zn1 0.495 0.890 -0.972  -0.897
C1 3.394 -0.566 -5.335  -0.589
C2 3.591 0.371 -4.325  -0.494
C3 2.534 0.801 -3.550  -0.245
C4 1.216 0.328 -3.739  0.440
C5 1.046 -0.645 -4.745  -0.339
C6 2.114 -1.070 -5.519  -0.715
N1 0.248 0.794 -2.896  0.157
C7 -1.133 0.710 -3.083  0.294
C8 -1.765 0.557 -4.318  -0.636
C9 -3.150 0.490 -4.434  -0.693
C10 -3.948 0.614 -3.309  -0.583
C11 -3.358 0.864 -2.077  -0.441
C12 -1.971 0.930 -1.940  0.378
N2 -1.339 1.227 -0.740  0.587
N3 -2.116 1.729 0.246  -0.664
C13 -1.611 2.176 1.336  0.408
C14 -2.493 2.779 2.311  -0.981
C15 -2.039 3.443 3.389  -0.190
C16 -0.624 3.539 3.632  -0.677
C17 0.212 2.876 2.813  -0.218
N4 -0.220 2.226 1.688  0.138
H1 4.220 -0.905 -5.947  0.362
H2 4.584 0.765 -4.140  0.370
H3 2.697 1.514 -2.746  0.329
H4 0.080 -1.109 -4.880  0.575
H5 1.937 -1.829 -6.274  0.338
H6 -1.167 0.521 -5.218  0.593
H7 -3.596 0.346 -5.411  0.355
H8 -5.026 0.543 -3.387  0.348
H9 -3.954 1.006 -1.187  0.416
H10 -3.549 2.667 2.108  0.397
H11 -2.729 3.895 4.090  0.357
H12 -0.237 4.093 4.473  0.366
H13 1.282 2.838 2.961  0.335
O1 -0.896 -0.314 2.725  -0.705
S1 -0.151 -0.464 1.492  0.867
O2 1.116 -1.257 1.807  -0.701
O3 1.308 -0.840 -0.644  -0.382
O4 0.652 1.219 1.254  -0.211
C18 5.509 -2.006 0.074  -0.916
N5 4.800 -1.884 1.343  0.071
C19 4.358 -3.209 1.768  -0.924
N6 3.580 -3.939 0.773  0.084
C20 4.330 -3.983 -0.478  -0.875
N7 4.741 -2.675 -0.963  0.135
C21 3.546 -1.874 -1.269  -1.164
P1 2.361 -1.588 0.164  2.021
C22 3.685 -0.931 1.291  -0.931
C23 2.233 -3.377 0.613  -1.023
H14 6.425 -2.578 0.252  0.296
H15 5.780 -1.008 -0.276  0.372
H16 3.769 -3.110 2.682  0.421
H17 5.253 -3.800 1.985  0.269
H18 3.714 -4.461 -1.242  0.389
H19 5.226 -4.591 -0.317  0.297
H20 2.988 -2.352 -2.080  0.518
H21 3.864 -0.900 -1.653  0.345
H22 3.299 -0.792 2.298  0.468
H23 4.043 0.031 0.913  0.356
H24 1.709 -3.903 -0.189  0.336
H25 1.683 -3.511 1.542  0.405

Lowest unoccupied orbital energy: 0.089 hartree
Energy above the lowest of the compared OMol25 structures with the same formula, charge and spin: 3.2131 eV
Charge: -1

---

ORCA calculation (ωB97M-V/def2-TZVPD) on a 3-piece molecular cluster, C25H64IN6O7P3 overall.

Last column: Mulliken charge in e.
Cartesian coordinates (Å):
C1 6.016 4.141 0.013  -1.089
C2 4.995 5.032 -0.832  -0.621
C3 3.575 4.315 -0.673  0.476
C4 2.722 4.700 -1.952  -0.895
O1 3.037 4.812 0.572  -0.476
P1 1.799 3.826 1.151  0.795
O2 1.840 3.956 2.665  -0.775
O3 0.401 4.421 0.468  0.079
C5 -0.753 4.167 1.285  -0.060
C6 -1.887 5.209 0.840  -0.537
C7 -1.354 6.336 -0.121  -1.228
I1 -3.585 4.258 -0.132  -0.016
O4 2.093 2.196 0.800  -0.244
O5 0.880 1.476 0.713  0.047
C8 1.190 0.304 -0.070  -1.047
C9 0.731 0.368 -1.583  0.951
C10 1.979 0.012 -2.475  -1.616
C11 -0.026 1.687 -1.985  1.776
C12 0.040 2.029 -3.527  -1.795
C13 -1.568 1.424 -1.669  -1.354
H1 6.976 4.662 0.224  0.360
H2 6.147 3.199 -0.585  0.286
H3 5.467 3.862 0.952  0.263
H4 5.303 5.106 -1.903  0.386
H5 4.856 6.040 -0.356  0.299
H6 3.797 3.221 -0.689  0.217
H7 3.266 5.424 -2.610  0.417
H8 2.620 3.756 -2.561  0.115
H9 1.681 5.035 -1.722  0.075
H10 -0.596 4.341 2.374  0.461
H11 -1.189 3.151 1.111  0.064
H12 -2.303 5.732 1.740  0.595
H13 -2.198 7.057 -0.307  0.443
H14 -0.523 6.938 0.324  0.293
H15 -1.091 5.912 -1.119  0.295
H16 2.312 0.220 -0.078  0.473
H17 0.822 -0.622 0.448  0.069
H18 -0.004 -0.476 -1.724  0.399
H19 2.818 0.724 -2.269  0.163
H20 1.708 -0.075 -3.551  0.451
H21 2.344 -0.998 -2.132  0.290
H22 0.307 2.604 -1.441  -0.773
H23 -0.677 1.408 -4.132  0.345
H24 1.072 2.040 -3.949  0.421
H25 -0.347 3.084 -3.625  0.404
H26 -2.212 2.288 -1.946  0.171
H27 -1.663 1.106 -0.600  0.139
H28 -1.854 0.554 -2.327  0.508
O6 -5.798 0.361 3.243  -0.840
P2 -4.437 0.669 3.886  1.045
N1 -4.626 -0.431 5.209  0.024
C14 -3.950 -0.364 6.493  -0.815
C15 -4.768 -1.838 4.833  -1.090
N2 -4.897 2.261 4.392  0.245
C16 -5.585 2.472 5.655  -1.054
C17 -5.543 3.055 3.346  -1.026
N3 -2.764 1.023 4.380  0.135
C18 -2.219 2.379 4.201  -1.194
C19 -1.831 0.102 3.689  -1.155
H29 -2.933 -0.778 6.453  0.285
H30 -4.511 -0.934 7.239  0.337
H31 -3.876 0.648 6.883  0.195
H32 -3.790 -2.308 4.661  0.319
H33 -5.349 -1.951 3.917  0.316
H34 -5.291 -2.399 5.610  0.346
H35 -6.422 1.781 5.799  0.290
H36 -5.974 3.491 5.728  0.387
H37 -4.889 2.383 6.492  0.233
H38 -6.604 2.811 3.232  0.344
H39 -5.048 2.889 2.388  0.139
H40 -5.454 4.124 3.568  0.373
H41 -2.364 2.747 3.180  0.311
H42 -1.147 2.393 4.420  0.445
H43 -2.664 3.083 4.901  0.335
H44 -1.792 0.302 2.614  0.372
H45 -2.138 -0.939 3.823  0.228
H46 -0.823 0.186 4.101  0.408
O7 3.262 -4.169 -3.276  -0.835
P3 2.735 -5.608 -3.169  0.990
N4 2.221 -5.719 -4.817  0.068
C20 1.208 -6.615 -5.349  -0.817
C21 3.285 -5.581 -5.813  -1.107
N5 1.385 -5.169 -2.175  0.237
C22 0.137 -4.715 -2.768  -1.094
C23 1.730 -4.302 -1.049  -1.022
N6 2.343 -7.324 -2.902  -0.004
C24 1.816 -7.761 -1.599  -0.922
C25 3.537 -8.158 -3.174  -1.137
H47 1.597 -7.627 -5.530  0.293
H48 0.834 -6.229 -6.302  0.341
H49 0.340 -6.710 -4.702  0.198
H50 3.809 -6.533 -5.975  0.317
H51 4.031 -4.848 -5.502  0.312
H52 2.884 -5.237 -6.768  0.356
H53 0.292 -3.955 -3.542  0.302
H54 -0.531 -4.295 -2.012  0.400
H55 -0.417 -5.557 -3.189  0.222
H56 1.822 -3.252 -1.349  0.158
H57 2.677 -4.613 -0.601  0.381
H58 0.972 -4.373 -0.263  0.402
H59 2.438 -7.417 -0.768  0.314
H60 1.762 -8.853 -1.556  0.381
H61 0.795 -7.417 -1.447  0.271
H62 4.321 -7.992 -2.429  0.374
H63 3.958 -7.931 -4.157  0.282
H64 3.278 -9.219 -3.183  0.400

Lowest unoccupied orbital energy: -0.024 hartree

---

Listing total energy for the structures above in their given order: -50316.5905; -121975.4261; -111419.3516; -86197.3642 eV.
Listing max |F| for the structures above in their given order: 0.28; 6.23; 1.88; 7.55 eV/A.